1.
Molecular formula: C14H52BaO14
Method: DFT, ωB97M-V/def2-TZVPD

Calculated values
Gap between HOMO and LUMO: 0.27892 Eh
Energy: -44716.1987 eV
E_HOMO: -9.03 eV
Relative energy (zero: lowest compared OMol25 entry of this formula, charge and spin): 17.2 kcal per mole

```
! RIJCOSX wB97M-V def2-TZVPD def2/J DEFGRID3
* xyz 0 1
C 21.912 7.038 -17.453
H 21.954 1.741 -22.488
H 24.249 4.503 -22.734
H 24.394 1.100 -22.857
O 23.076 3.401 -22.011
H 22.365 6.329 -21.027
H 25.748 -0.599 -23.618
H 28.070 -0.270 -18.842
C 25.727 3.792 -19.331
C 24.407 4.479 -19.027
C 22.123 2.415 -21.654
C 24.836 3.733 -15.230
H 30.784 4.451 -21.962
H 25.832 1.116 -21.798
H 20.396 7.432 -20.195
H 25.473 3.567 -16.110
H 21.743 2.229 -17.950
H 25.086 6.408 -16.111
H 29.397 3.999 -16.000
Ba 25.850 6.819 -21.042
C 21.161 3.135 -17.746
O 26.812 4.568 -19.804
H 20.208 2.878 -17.297
H 21.170 2.871 -21.363
H 24.831 -0.139 -17.729
H 23.711 3.692 -18.671
H 22.574 6.600 -16.699
H 23.264 3.940 -21.211
C 28.557 3.812 -16.665
H 25.234 4.918 -25.058
C 24.099 0.566 -17.341
H 24.607 1.477 -17.022
C 25.006 0.505 -22.174
O 25.561 4.288 -14.156
H 30.341 5.674 -20.780
H 23.427 0.796 -18.178
H 25.500 3.428 -24.143
O 25.492 -0.734 -22.703
H 22.455 1.855 -20.771
H 27.716 4.418 -16.313
O 23.744 5.260 -20.000
H 21.752 3.735 -17.041
C 25.639 4.508 -24.130
O 28.762 4.595 -21.667
C 30.083 4.674 -21.155
H 24.570 5.066 -18.097
C 27.513 0.645 -19.038
O 26.916 6.781 -15.193
H 21.078 6.367 -17.680
H 21.484 7.950 -17.036
H 20.101 5.952 -21.138
H 25.921 5.148 -14.401
O 23.372 -0.086 -16.305
H 22.890 0.579 -15.807
O 22.627 7.386 -18.636
H 28.186 4.194 -18.562
H 24.348 0.245 -21.345
O 24.992 5.090 -22.981
H 30.257 3.951 -20.355
H 27.349 7.635 -15.163
H 25.976 3.295 -18.373
H 27.747 2.279 -20.023
H 26.540 0.350 -19.456
O 21.878 6.954 -21.578
H 22.950 6.538 -19.014
H 28.275 2.755 -16.596
C 20.517 6.965 -21.175
H 26.709 4.709 -24.085
H 25.608 2.979 -20.074
H 21.698 4.244 -19.276
H 23.970 4.338 -15.525
O 28.964 4.159 -17.976
C 26.110 6.703 -16.360
H 26.480 5.949 -17.065
H 27.314 1.108 -18.059
O 28.256 1.472 -19.893
H 24.491 2.755 -14.894
H 28.148 4.470 -20.914
H 19.960 7.511 -21.933
H 26.029 7.660 -16.885
O 20.883 3.854 -18.936
*
```

Atom charges from the Löwdin analysis, given in e for atoms 1 to 8: C -0.15; H 0.08; H 0.03; H 0.06; O -0.16; H 0.01; H 0.07; H 0.09

2.
Molecular formula: C14H52N8O12
Method: DFT, ωB97M-V/def2-TZVPD

Calculated values
Gap between HOMO and LUMO: 0.33415 Eh
Energy: -51847.9342 eV
E_HOMO: -9.01 eV
Relative energy (zero: lowest compared OMol25 entry of this formula, charge and spin): 125.3 kcal per mole
SMILES: NC(N)=O.NC(N)=O.NC(N)=O.NC(N)=O.CCO.CCO.CO.CO.CO.CO.CO.CO

```
! RIJCOSX wB97M-V def2-TZVPD def2/J DEFGRID3
* xyz 0 1
H 1.558 -1.964 -10.440
C -0.048 -4.124 -14.495
N 5.172 -5.328 -6.580
N 0.963 -6.353 -9.833
N 3.065 -5.810 -12.603
H 0.942 -6.824 -16.468
H 0.526 -2.696 -7.573
C 0.474 -1.949 -10.720
H -0.010 -11.031 -9.674
H -1.467 -8.392 -11.425
H 2.115 -6.140 -12.429
H -5.404 -5.979 -12.060
C 0.206 -10.081 -9.346
H 3.215 -11.471 -14.204
H 0.008 -10.137 -8.338
H -0.954 -7.743 -8.524
H 5.396 -5.257 -12.810
H 3.070 -8.433 -9.385
H -0.419 -9.355 -9.832
H 2.926 -11.928 -12.561
C 1.256 -3.466 -7.668
O 3.503 -7.942 -13.518
H 3.409 -7.871 -6.963
H 0.638 -8.854 -14.964
H 0.419 -4.188 -15.475
H -3.783 -5.047 -10.850
O 0.660 -4.754 -7.623
H 3.961 -10.564 -12.884
O 0.138 -0.552 -11.061
H -2.184 -4.980 -11.663
H -2.259 -9.923 -11.138
N 4.101 -7.248 -6.484
O 2.273 -8.751 -8.990
H -1.354 -2.677 -15.322
H 1.580 -6.201 -14.771
H 0.270 -2.509 -11.690
H -1.992 -6.443 -9.056
H 2.505 -9.341 -13.527
O -0.494 -4.846 -11.000
N 5.087 -6.116 -13.242
C 3.944 -6.736 -13.044
H 0.164 -6.571 -12.822
C 4.169 -6.080 -7.043
H 5.820 -6.712 -13.586
H -0.267 -1.028 -14.667
O 3.375 -5.706 -8.078
H 4.967 -7.712 -6.127
C -1.873 -7.186 -8.305
N -3.160 -5.170 -11.682
C -3.448 -5.919 -12.770
H -0.189 -2.351 -9.885
O 2.040 -10.110 -13.163
C -2.314 -9.055 -11.660
H 0.635 -0.298 -11.810
H 5.386 -4.389 -7.009
H 0.693 -4.368 -13.665
H 2.042 -3.248 -6.922
C 3.032 -11.092 -13.198
O 0.150 -1.745 -14.306
C 1.627 -9.671 -9.791
H -3.820 -7.920 -11.845
H 1.487 -7.126 -9.659
H 1.673 -9.390 -10.839
O 0.367 -7.975 -14.689
C 0.321 -5.966 -10.880
H -5.166 -6.908 -13.512
H -2.256 -9.191 -12.776
H 2.392 -10.514 -9.613
H 1.699 -3.452 -8.662
O -2.958 -8.131 -8.324
H 3.324 -4.884 -12.362
H 1.030 -5.629 -9.100
H -0.686 -4.897 -14.506
O -3.638 -8.620 -11.219
N -4.685 -6.299 -12.760
H -1.410 -2.830 -13.541
H 1.137 -7.626 -11.875
H 2.217 -7.650 -15.546
H 5.457 -5.400 -5.584
H -1.873 -6.694 -7.346
H 0.671 -4.863 -6.661
H -3.237 -8.278 -9.217
C -0.759 -2.799 -14.425
C 1.243 -7.067 -15.387
N 0.526 -6.815 -11.935
O -2.540 -6.346 -13.703
*
```

Atom charges from the Löwdin analysis, given in e for atoms 1 to 8: H 0.07; C -0.09; N 0.13; N 0.23; N 0.17; H 0.10; H 0.07; C -0.13

3.
Molecular formula: C14H54N6O13
Method: DFT, ωB97M-V/def2-TZVPD

Calculated values
Gap between HOMO and LUMO: 0.31587 Eh
Energy: -50946.5554 eV
E_HOMO: -8.73 eV
Relative energy (zero: lowest compared OMol25 entry of this formula, charge and spin): 0.0 kcal per mole

```
! RIJCOSX wB97M-V def2-TZVPD def2/J DEFGRID3
* xyz 0 1
H -4.350 0.866 0.322
H -3.230 2.635 0.622
C 0.182 -0.083 0.103
C 0.129 4.105 -2.154
O -2.752 0.826 -5.104
H -1.765 -0.153 -0.380
C -4.552 0.007 -0.328
H -0.032 3.607 -3.047
O -1.878 -2.279 2.098
N 1.958 -0.367 5.169
H -5.005 -0.810 0.281
H -0.621 2.083 0.295
H 2.923 -0.445 5.531
H 0.937 2.440 2.163
H 0.855 -3.886 3.514
H -1.441 2.261 -4.476
C 1.580 -3.741 2.703
H 0.162 -3.904 1.350
H 1.574 5.151 -1.420
C -0.477 -3.257 -1.961
O 3.010 -0.384 3.121
H -2.402 -3.302 0.412
H 0.063 -3.225 -0.997
H 2.152 -2.900 3.004
H 2.458 3.142 2.335
H -5.222 0.300 -1.101
H -0.141 -0.645 3.744
C -2.400 2.841 -0.041
H -0.763 4.531 -1.647
N 3.927 0.237 -3.610
O -3.395 -0.246 -1.064
N 0.672 -0.259 3.322
H -1.305 -1.397 0.840
N 1.104 -0.749 0.703
H -2.464 3.706 -0.661
H 1.092 -1.619 1.187
C -0.871 0.123 -3.766
O 1.401 3.796 0.678
O 0.434 1.032 -0.584
O -2.727 -0.402 3.594
C 1.792 2.807 1.604
H -1.406 -0.829 -3.552
O 1.076 -3.529 1.441
H -0.213 0.213 -2.891
H -2.848 0.528 1.708
N -1.016 -0.579 0.178
C 1.882 -0.401 3.864
H 3.652 -2.006 1.194
O -1.148 2.826 0.592
O 3.787 -0.128 0.231
H 5.069 -0.997 1.651
O 0.295 -2.722 -3.049
H 0.627 3.387 -1.522
C 4.417 -1.264 0.796
H 1.536 0.873 -1.876
H 0.545 4.102 0.927
O 1.105 5.120 -2.260
C -2.439 0.677 2.701
H -3.626 -0.857 -1.788
H -2.295 1.466 -3.165
C 2.987 -0.093 -2.812
H 1.034 -2.232 -2.751
H 4.985 -1.748 0.052
H -2.315 -1.768 2.763
H 4.418 0.533 -0.081
H 2.177 2.026 0.975
H -2.394 0.751 -5.979
H -0.706 -4.294 -2.086
C -2.822 -3.104 1.332
H 2.002 1.430 -3.552
H 4.143 1.219 -3.900
H 2.244 -4.489 2.543
H -1.403 0.695 2.604
H 4.737 -0.455 -3.794
H -2.817 1.692 3.056
H 2.146 -0.616 0.727
H -2.836 -4.064 1.819
H 1.200 -0.735 5.801
H -0.175 -0.118 -4.548
H -2.513 -0.252 4.493
H 0.768 -0.107 2.313
N 2.188 0.919 -2.645
O 2.776 -1.358 -2.271
H -1.398 -2.657 -1.953
H -3.883 -2.706 1.200
C -1.813 1.251 -4.163
H -2.343 1.956 -0.678
*
```

Atom charges from the Löwdin analysis, given in e for atoms 1 to 8: H 0.06; H 0.06; C -0.60; C -0.15; O -0.07; H 0.07; C -0.14; H 0.04